14
Properties=species:S:1:pos:R:3:nbo_charge:R:1 method="wB97M-V/def2-TZVPD" homo_lumo_gap_ev=10.079 e_above_lowest_kj_mol=263.82 homo_ev=-9.57
C -1.08593 0.32871 0.23372 0.5111
C -2.35585 1.02349 -0.09703 -0.6956
C 3.03080 -0.73234 -0.31478 0.0225
N 1.96033 -0.53422 0.34793 -0.5972
N -1.02051 -0.95074 0.14721 -0.1539
O 0.01736 1.05880 0.28550 -0.6746
F -2.25252 -1.67575 -0.17252 -0.2892
H -3.29302 0.64460 0.37760 0.2397
H -2.54645 1.09761 -1.12649 0.2387
H -2.27586 2.02809 0.30854 0.2256
H 3.24959 -0.08394 -1.08286 0.1534
H 3.89368 -1.33683 -0.18803 0.1674
H 0.77618 0.38596 0.22219 0.4891
H 1.90219 -1.25345 1.05901 0.3630

27
Properties=species:S:1:pos:R:3:nbo_charge:R:1 method="wB97M-V/def2-TZVPD" homo_lumo_gap_ev=8.937 e_above_lowest_kj_mol=187.92 homo_ev=-9.35
O 2.80103 -0.45995 0.04024 -0.7902
H 3.13305 0.35586 0.47178 0.5648
H 3.00412 -1.17138 0.67820 0.5484
H 1.81526 -0.39586 -0.14287 0.5828
C -1.07253 -0.22723 0.55379 -0.2153
O 0.14285 -0.26174 -0.16205 -1.0621
H -0.94414 0.42267 1.42608 0.1524
H -1.93575 0.11774 -0.01729 0.1514
H -1.26476 -1.24588 0.91075 0.1277
O 1.34332 1.51314 -1.75762 -1.0240
H 0.79859 0.89534 -1.20241 0.5009
H 1.01510 1.38102 -2.65229 0.4844
O -2.19676 2.76125 2.79223 -0.9315
H -2.26846 1.93586 3.28123 0.4645
H -3.06165 3.17301 2.88441 0.4676
O -0.05063 -1.95591 -2.78437 -0.9652
H 0.73831 -2.48621 -2.92666 0.4673
H 0.02787 -1.65099 -1.86413 0.4886
O 0.92323 -2.80875 1.80003 -0.9633
H 0.47822 -2.68587 2.64400 0.4754
H 0.37970 -2.32319 1.16583 0.4866
O 1.44284 2.05972 0.91659 -0.9919
H 0.90305 1.25557 0.85736 0.4810
H 1.44271 2.40293 0.00991 0.4986
O -2.65414 -0.15024 -2.67675 -0.9373
H -2.94040 0.32907 -1.89458 0.4598
H -2.00003 -0.77997 -2.35143 0.4786

10
Properties=species:S:1:pos:R:3:nbo_charge:R:1 method="wB97M-V/def2-TZVPD" homo_lumo_gap_ev="7.036 / 6.996" e_above_lowest_kj_mol=419.07 homo_ev="-7.91 / -7.78"
C -0.04918 -0.88596 -0.16675 -0.1220
N -0.39969 1.69464 0.03617 -0.0803
N 1.04515 -0.07219 0.36589 -0.4865
N 0.74775 1.28198 -0.02759 -0.1723
N -1.24763 -0.10195 -0.37797 -0.5393
S -2.67448 -0.48224 0.13181 0.2793
H 0.26617 -1.23140 -1.16373 0.1987
H -0.22044 -1.75174 0.48065 0.2015
H 1.06467 -0.10467 1.38538 0.3657
H 1.46768 1.65353 -0.66385 0.3552

81
Properties=species:S:1:pos:R:3:mulliken_spin:R:1 method="wB97M-V/def2-TZVPD" homo_lumo_gap_ev="5.846 / 6.064" charge=+2 spin_multiplicity=5 homo_ev="-10.54 / -13.56"
P 1.06790 0.99906 -1.79954 0.0136
C 2.80764 1.14821 -2.26195 0.0076
C 3.33771 0.52316 -3.40660 0.0003
H 2.78354 -0.26949 -3.91379 0.0004
C 4.57814 0.93754 -3.90340 0.0001
H 4.97507 0.48069 -4.81129 0.0000
C 5.29654 1.93962 -3.24006 0.0007
H 6.23300 2.29902 -3.66213 0.0000
C 4.83465 2.45792 -2.02581 0.0013
H 5.42725 3.19501 -1.47928 0.0001
C 3.60473 2.03313 -1.51243 0.0021
H 3.25303 2.40549 -0.54742 -0.0029
C 0.37299 -0.34822 -2.78062 0.0041
C 0.75618 -1.67120 -2.49291 0.0091
H 1.35417 -1.88909 -1.60338 -0.0022
C 0.39304 -2.70899 -3.35229 0.0023
H 0.68724 -3.73384 -3.11545 0.0000
C -0.33261 -2.43692 -4.51286 -0.0002
H -0.59511 -3.24564 -5.19756 -0.0001
C -0.73620 -1.13181 -4.79150 -0.0001
H -1.31223 -0.91276 -5.68923 0.0000
C -0.40458 -0.09208 -3.92391 0.0020
H -0.72325 0.92620 -4.14246 0.0000
C 0.27821 2.52886 -2.36598 -0.0041
C 0.83218 3.29579 -3.40645 0.0009
H 1.81111 3.04043 -3.81238 0.0003
C 0.13546 4.39053 -3.91805 0.0001
H 0.56559 4.97349 -4.72863 0.0000
C -1.10937 4.73931 -3.38564 0.0003
H -1.66462 5.57648 -3.80279 0.0000
C -1.63325 4.02661 -2.30451 0.0007
H -2.58874 4.31299 -1.86256 0.0001
C -0.93058 2.93799 -1.78016 0.0060
H -1.32349 2.40979 -0.90896 -0.0052
Ru 0.14511 -0.07553 2.86116 3.1447
C -1.48960 -1.11174 2.55542 -0.0689
C -1.92658 -1.26409 1.28502 0.0689
H -2.01888 -1.52244 3.42863 -0.0153
C -1.06772 -0.66774 0.18392 0.0181
O -1.92950 0.18331 -0.60486 0.0124
H -1.49245 0.39103 -1.45449 -0.0003
C 0.12553 0.10262 0.70317 -0.0763
H -0.64393 -1.49798 -0.42020 0.0079
C 0.97155 0.82753 -0.07091 -0.0359
Cl -0.12027 -0.74030 5.15315 0.2906
Cl 2.14885 1.22626 3.11127 0.1337
P 1.53568 -1.86306 2.88852 0.1254
C 2.61680 -2.02993 4.35026 0.0241
H 2.03621 -2.43729 5.18431 0.0025
H 2.98131 -1.03471 4.62561 -0.0008
H 3.46980 -2.68373 4.12598 0.0009
C 0.63951 -3.44246 2.80390 0.0287
H 0.01117 -3.46675 1.90729 0.0010
H -0.00128 -3.53274 3.68721 -0.0037
H 1.34601 -4.28028 2.77070 0.0026
C 2.69145 -1.92223 1.48968 0.0252
H 3.30111 -1.01151 1.49021 0.0001
H 2.13574 -1.97774 0.54602 -0.0065
H 3.33874 -2.80400 1.58758 -0.0002
P -3.60772 -1.86800 0.96170 -0.0014
C -4.14528 -2.75805 2.40745 -0.0012
C -3.49380 -2.92616 -0.48148 0.0044
H -4.16363 -2.07932 3.26874 0.0010
H -3.45741 -3.59000 2.61155 -0.0002
H -5.15338 -3.15050 2.22381 0.0001
H -2.96684 -2.40562 -1.29485 -0.0010
H -4.51139 -3.18801 -0.80810 -0.0001
H -2.94792 -3.84349 -0.22101 0.0006
C -4.59152 -0.41777 0.63579 0.0079
H -4.75018 0.13329 1.57106 0.0001
H -5.55588 -0.71844 0.20689 -0.0001
H -4.02459 0.20660 -0.06544 0.0010
H 1.73396 1.36462 0.50639 0.0102
N -2.29218 2.39480 5.43620 0.0200
C -1.17368 2.30748 4.67008 0.0137
N -0.00613 2.59589 5.24212 0.0184
S -1.30224 1.96702 3.00461 0.2113
H -2.18396 2.17168 6.42232 0.0023
H -3.13707 2.03773 5.00166 0.0004
H 0.85764 2.38717 4.73893 -0.0025
H 0.03748 2.87732 6.21502 -0.0012

7
Properties=species:S:1:pos:R:3:nbo_charge:R:1 method="wB97M-V/def2-TZVPD" homo_lumo_gap_ev=9.434 smiles="C#CC(=O)S" e_above_lowest_kj_mol=218.11 homo_ev=-10.12
C -0.26521 0.18272 -0.72086 0.3602
C 0.38986 -0.72254 0.29635 -0.1315
C 1.24111 -1.23806 1.15610 -0.1221
H -1.77374 1.67684 -1.01003 0.1924
H 1.46699 -1.70427 2.01100 0.2186
O -0.25743 0.16748 -1.94027 -0.4974
S -0.80158 1.63783 0.20771 -0.0202

32
Properties=species:S:1:pos:R:3:nbo_charge:R:1 method="wB97M-V/def2-TZVPD" homo_lumo_gap_ev=7.912 smiles="O=C1O[C@H](Br)[C@@H](N=C=S)O1.c1cc[nH]c1.c1cc[nH]c1" homo_ev=-8.13
O 0.28241 -1.06205 3.32751 -0.5480
C -0.17627 -0.06743 2.86591 0.9549
O 0.17914 1.19738 3.23797 -0.4939
C -0.50898 2.08260 2.32708 -0.0113
Br -0.79718 3.82083 3.00323 0.0935
C -1.75663 1.25908 2.11339 0.1968
N -2.62653 1.65008 1.08632 -0.4999
C -3.82190 1.79664 1.18892 0.2592
S -5.34845 2.04646 1.24551 0.1324
O -1.10500 -0.01515 1.87071 -0.4894
H 0.11431 2.13435 1.43818 0.2261
H -2.25031 1.14532 3.08486 0.1860
N 2.36134 -0.82544 0.85822 -0.5054
C 2.11845 -1.74848 -0.11708 -0.0922
C 3.12284 -1.65364 -1.04625 -0.3127
C 4.00724 -0.62945 -0.60699 -0.3053
C 3.50781 -0.13853 0.56970 -0.0727
H 1.76928 -0.67426 1.65463 0.4146
H 1.25624 -2.39282 -0.06605 0.2195
H 3.21721 -2.25087 -1.93888 0.2209
H 4.90511 -0.29507 -1.09856 0.2237
H 3.87234 0.63478 1.22383 0.2128
N -0.16385 -0.94573 -2.43479 -0.5101
C -0.71313 -0.72286 -3.66564 -0.0757
C -2.01193 -0.32572 -3.48303 -0.3122
C -2.25262 -0.30614 -2.08191 -0.3004
C -1.09172 -0.69263 -1.46418 -0.0872
H 0.78173 -1.24046 -2.25728 0.4233
H -0.13790 -0.86284 -4.56473 0.2084
H -2.71013 -0.07577 -4.26430 0.2187
H -3.17053 -0.03803 -1.58540 0.2126
H -0.85240 -0.80415 -0.42091 0.2130

13
Properties=species:S:1:pos:R:3:nbo_charge:R:1 method="wB97M-V/def2-TZVPD" homo_lumo_gap_ev=10.366 smiles="CNC(=O)O.O" e_above_lowest_kj_mol=35.22 homo_ev=-9.88
C -0.33458 2.84857 -0.28049 -0.4078
N 0.87728 2.35275 0.37338 -0.6270
C 1.10947 1.06207 0.65270 0.8700
O 0.04182 0.28485 0.36817 -0.7166
O 2.15022 0.62696 1.09216 -0.6476
H -0.18999 3.90302 -0.49083 0.2082
H -0.51217 2.28362 -1.18836 0.2034
H -1.18683 2.64385 0.35453 0.2037
H 1.64425 2.99161 0.52522 0.4089
H 0.02135 -0.47099 0.97400 0.5047
H -0.99225 -6.53061 -0.09893 0.4731
H -1.17092 -5.58780 -1.34752 0.4729
O -1.45765 -6.40790 -0.93403 -0.9460

14
Properties=species:S:1:pos:R:3:nbo_charge:R:1 method="wB97M-V/def2-TZVPD" homo_lumo_gap_ev="8.810 / 8.809" charge=+1 e_above_lowest_kj_mol=731.68 homo_ev="-13.46 / -13.46"
C 0.01566 -1.29322 0.57761 -0.1680
C 2.23857 -0.60759 0.03011 0.3316
C 0.57892 1.07297 0.09352 0.0813
C -1.80352 0.13156 0.16939 -0.3931
N -0.38086 -0.08066 -0.26612 -0.4627
O 1.97343 0.59676 -0.06184 -0.4022
H -0.00110 -2.26710 -0.07919 0.1684
H 3.18536 -0.96497 -0.28870 0.1875
H 0.29464 1.89214 -0.62290 0.2481
H 0.50610 1.26888 1.24008 0.2669
H -1.98368 0.48307 1.10477 0.2544
H -2.03884 0.77425 -0.62193 0.2179
H -2.37883 -0.77285 -0.06832 0.2553
H -0.20585 -0.23322 -1.20649 0.4145

no.,E (eV)
1,-10966.4319
2,-17707.1339
3,-17891.9229
4,-103117.6125
5,-16022.0568
6,-104128.0483
7,-9820.5956
8,-7800.5195